Below is 2 unconnected molecules or ions with the total composition C5H10O2 in a non-equilibrium geometry, with properties calculated with ωB97M-V with the def2-TZVPD basis set.

Bonds (Å) are listed after each position.
Element x y z (Å)
1 C -1.3139 0.6828 -1.9477  C2 1.365, H7 1.120, H8 1.063
2 C -1.3494 -0.2209 -0.9255  C1 1.365, C3 1.480, H9 1.093
3 C -0.2404 -0.9861 -0.3139  C2 1.480, C4 1.375, H10 1.084
4 C 0.2525 -0.7939 0.9550  C3 1.375, C5 1.529, O6 1.388
5 C 1.6717 -1.1741 1.3774  C4 1.529, H11 1.043, H12 1.057, H13 1.121
6 O -0.4362 0.0889 1.7758  C4 1.388, H14 0.939
7 H -2.1603 1.2025 -2.4656  C1 1.120
8 H -0.3262 0.8663 -2.2952  C1 1.063
9 H -2.1968 -0.9110 -0.9549  C2 1.093
10 H 0.3769 -1.6147 -0.9454  C3 1.084
11 H 1.8773 -0.6708 2.2673  C5 1.043
12 H 2.3575 -0.8310 0.6496  C5 1.057
13 H 1.6844 -2.2934 1.3187  C5 1.121
14 H -1.3235 -0.1680 1.6051  O6 0.939
15 O 0.6872 2.3147 -0.3282  H16 0.984, H17 0.964
16 H 0.0930 2.9720 0.1006  O15 0.984
17 H 0.3461 1.5365 0.1270  O15 0.964

Properties
**Orbital gap**: 0.3487 Ha
**Multiplicity**: 1
**SMILES**: C=C/C=C(/C)O.O
**Energy above the lowest of the compared OMol25 structures with the same formula, charge and spin**: 82.23 kcal per mole

Electronic structure analysis, Löwdin charges in units of e:
1. C 0.03
2. C -0.20
3. C -0.10
4. C -0.36
5. C -0.01
6. O 0.02
7. H 0.08
8. H 0.04
9. H 0.09
10. H 0.11
11. H 0.06
12. H 0.07
13. H 0.10
14. H 0.08
15. O -0.07
16. H 0.06
17. H -0.01

Below is 3 unconnected molecules or ions with the total composition C5H10O2, with properties calculated with ωB97M-V with the def2-TZVPD basis set.

Bonds (Å) are listed after each position.
Element x y z (Å)
1 C -0.2334 -1.8690 0.1546  C2 1.325, H6 1.087, H7 1.087
2 C -0.8300 -0.6864 0.1881  C1 1.325, C3 1.509, C5 1.509
3 C -1.6610 0.1464 -0.7572  C2 1.509, O4 1.438, H8 1.098, H9 1.098
4 O -1.7461 1.1981 0.2196  C3 1.438, C5 1.444
5 C -0.9792 0.4406 1.1797  C2 1.509, O4 1.444, H10 1.098, H11 1.097
6 H 0.3101 -2.2514 1.0152  C1 1.087
7 H -0.2751 -2.4995 -0.7303  C1 1.087
8 H -2.6454 -0.2728 -1.0038  C3 1.098
9 H -1.1674 0.4781 -1.6806  C3 1.098
10 H -0.0476 0.9480 1.4630  C5 1.098
11 H -1.5638 0.2071 2.0787  C5 1.097
12 H 1.0405 2.6007 -0.5330  H13 0.746
13 H 0.3090 2.4636 -0.5813  H12 0.746
14 C 2.2666 -0.2241 0.0295  O15 1.206, H16 1.108, H17 1.107
15 O 2.3501 0.2860 1.1186  C14 1.206
16 H 2.6352 -1.2495 -0.1728  C14 1.108
17 H 1.8217 0.3010 -0.8375  C14 1.107

Properties
**Orbital gap**: 0.3825 Ha
**Multiplicity**: 1
**SMILES**: C=C1COC1.[H][H].C=O
**Energy above the lowest of the compared OMol25 structures with the same formula, charge and spin**: 107.62 kcal per mole

Electronic structure analysis, Löwdin charges in units of e:
1. C 0.04
2. C -0.27
3. C -0.15
4. O -0.15
5. C -0.14
6. H 0.07
7. H 0.07
8. H 0.12
9. H 0.12
10. H 0.10
11. H 0.13
12. H 0.06
13. H 0.05
14. C -0.18
15. O -0.03
16. H 0.08
17. H 0.07